[1]
Molecular formula: C3H9BrN
Method: DFT, the ωB97M-V functional and the def2-TZVPD basis

CARTESIAN COORDINATES (ANGSTROEM)
C 0.50220 1.92193 0.03863
C -0.16345 -1.84975 -0.06204
C 0.74409 0.48029 -0.27392
N -0.18116 -0.44744 0.40990
Br 2.56965 -0.10254 -0.07283
H 1.09580 2.54180 -0.63036
H 0.80584 2.16341 1.06060
H -0.54454 2.19230 -0.09469
H -0.87403 -2.44313 0.50846
H -0.42709 -1.88018 -1.11614
H 0.83053 -2.27634 0.06649
H 0.42446 0.36230 -2.10059
H 0.06338 -0.44538 1.41478
H -1.13824 -0.07592 0.32806

LUMO energy, eV: -4.7
HOMO level, eV: -14.391
Kohn-Sham gap, eV: 9.69
Total charge: +1
Strongest force on any atom, eV Å⁻¹: 4.4
Spin multiplicity: 1
Calculated total energy, eV: -74779.7518

***

[2]
Molecular formula: C3H9BrNO2
Method: DFT, the ωB97M-V functional and the def2-TZVPD basis

CARTESIAN COORDINATES (ANGSTROEM)
C -1.51232 -0.87057 0.56457
C -0.74187 0.32457 -0.10440
C 0.45703 0.80148 0.72414
N -0.08229 -0.28262 -1.33373
O 1.17289 1.66740 0.08709
O 1.74795 -0.71412 0.57917
Br 3.38468 -0.10631 -0.04086
H -2.18439 -1.34125 -0.25872
H -0.74196 -1.41579 1.07532
H -2.23792 -0.77457 1.26183
H -1.51517 1.03617 -0.36908
H 0.37154 0.76211 1.76493
H 0.26916 0.52658 -1.81453
H -0.77590 -0.85136 -1.86534
H 0.65356 -0.92296 -0.98717
H 1.73501 2.16123 0.71678

LUMO energy, eV: -4.3
HOMO level, eV: -13.270
Kohn-Sham gap, eV: 9.00
Total charge: +1
Strongest force on any atom, eV Å⁻¹: 3.9
Spin multiplicity: 1
Calculated total energy, eV: -78874.2494

***

[3]
Molecular formula: C3H9BrSSi
Method: DFT, the ωB97M-V functional and the def2-TZVPD basis

CARTESIAN COORDINATES (ANGSTROEM)
C 0.95390 -1.74832 -0.16053
C 0.42287 1.26775 -1.43247
C 0.00982 0.40201 1.74716
Si 0.19647 -0.10385 -0.13330
S -2.43071 -0.82971 -0.51267
Br -3.22503 1.18174 -0.19308
H 1.93135 -1.77255 0.35118
H 0.23743 -2.25552 0.52396
H 0.90056 -2.10473 -1.17140
H -0.61926 1.31391 -1.90546
H 0.77255 2.23779 -1.20315
H 1.04132 0.92025 -2.31801
H 0.42801 -0.40795 2.45963
H 0.45835 1.29473 2.03027
H -1.07765 0.60445 1.91788

LUMO energy, eV: 0.3
HOMO level, eV: -8.214
Kohn-Sham gap, eV: 8.56
Total charge: 0
Strongest force on any atom, eV Å⁻¹: 3.4
Spin multiplicity: 1
Calculated total energy, eV: -92012.2927

***

[4]
Molecular formula: C3H9Cl2N2
Method: DFT, the ωB97M-V functional and the def2-TZVPD basis

CARTESIAN COORDINATES (ANGSTROEM)
C 1.43819 -1.11019 -0.03724
C 0.98062 0.29464 -0.10479
C -2.02434 0.05918 -0.10251
N -2.33163 -0.30042 -1.38960
N 1.30068 1.16226 1.10105
Cl -2.08336 1.66908 0.45977
Cl -2.27415 -1.20556 1.01583
H 0.63401 -1.71512 -0.36626
H 1.69162 -1.27421 1.01225
H 2.13059 -1.41155 -0.80449
H 0.85495 0.75219 -1.01939
H -2.44421 -1.27807 -1.68086
H -2.22771 0.27589 -2.23856
H 0.52323 1.68345 1.39386
H 2.09060 1.72495 0.84417
H 1.74090 0.67345 1.91676

LUMO energy (spin up / spin down), eV: -3.4 / -4.3
HOMO level (spin up / spin down), eV: -12.759 / -10.411
Kohn-Sham gap (spin up / spin down), eV: 9.39 / 6.10
Total charge: +1
Strongest force on any atom, eV Å⁻¹: 3.3
Spin multiplicity: 1
Calculated total energy, eV: -31271.7675